The following is a quantum chemistry calculation of a 4-piece molecular cluster, C4H18N2O3 overall, from the Open Molecules 2025 dataset.

Geometry as XYZ:
```
27
C4H18N2O3 | the Open Molecules 2025 dataset | ωB97M-V/def2-TZVPD
N 1.97 -0.55 -1.48
C 1.59 -1.04 -0.15
C 0.08 -1.23 -0.04
C -0.72 0.05 -0.27
C -0.61 1.07 0.86
N -1.43 0.72 2.01
H 1.95 0.46 -1.53
H 2.90 -0.85 -1.75
H 1.93 -0.35 0.63
H 2.10 -1.99 0.02
H -0.14 -1.65 0.95
H -0.25 -1.99 -0.75
H -1.78 -0.22 -0.38
H -0.47 0.51 -1.22
H 0.44 1.22 1.14
H -0.92 2.05 0.49
H -0.90 0.74 2.88
H -1.81 -0.22 1.93
O 1.20 0.03 3.67
H 1.75 0.35 4.39
H 1.80 -0.14 2.94
O -0.29 -0.59 -3.48
H -0.16 -1.25 -4.17
H 0.42 -0.75 -2.83
O -3.14 2.11 -1.42
H -2.96 1.93 -0.49
H -2.54 1.56 -1.93
```

Properties
- E_HOMO (eV) = -9.041
- SMILES string = NCCCCN.O.O.O
- electronic energy (hartree) = -498.42218
- frontier orbital gap (eV) = 9.43